(1)
Computed, not measured: a molecular structure, C48H65As2BI2N7S2Ti in a non-equilibrium geometry, with ωB97M-V/def2-TZVPD.

Summary:
- max |F| (eV/Å) = 1.45
- charge = +3
- HOMO level (eV) = -13.908
- ΔE to the lowest compared entry with this formula, charge and spin (kJ/mol) = 101.6
- calculated total energy (eV) = -244581.6721

Cartesian coordinates (Å):
Ti1 0.48 0.35 -0.75
I1 2.08 -2.46 -4.21
C1 2.72 -3.56 -2.52
I2 2.24 -2.54 -0.66
H1 3.80 -3.67 -2.57
H2 2.21 -4.51 -2.53
C2 4.62 0.21 2.91
N1 3.54 1.19 2.98
C3 3.34 2.11 3.98
C4 2.25 2.84 3.64
N2 1.78 2.37 2.43
B1 0.58 2.92 1.63
N3 -0.72 2.54 2.38
C5 -1.35 3.33 3.32
C6 -2.47 2.69 3.73
N4 -2.53 1.51 3.02
C7 -3.57 0.50 3.17
C8 -1.46 1.44 2.21
S1 -1.17 0.10 1.17
C9 2.58 1.37 2.05
S2 2.55 0.47 0.59
H3 5.05 0.10 3.90
H4 5.38 0.53 2.21
H5 4.23 -0.76 2.59
H6 3.99 2.17 4.83
H7 1.77 3.65 4.16
H8 0.57 2.35 0.54
H9 0.66 4.11 1.54
H10 -0.95 4.29 3.61
H11 -3.21 2.97 4.45
H12 -3.63 -0.10 2.27
H13 -4.52 0.99 3.36
H14 -3.34 -0.15 4.01
N5 -0.78 1.83 -1.48
C10 -1.87 2.15 -1.22
N6 -3.09 2.46 -0.96
C11 -3.54 3.80 -0.53
C12 -4.95 4.04 -1.08
C13 -5.06 3.45 -2.48
C14 -4.99 1.91 -2.42
C15 -4.14 1.45 -1.22
H15 -2.84 4.54 -0.92
H16 -3.53 3.85 0.56
H17 -5.14 5.11 -1.08
H18 -5.70 3.58 -0.42
H19 -4.23 3.84 -3.09
H20 -5.98 3.76 -2.96
H21 -4.58 1.51 -3.35
H22 -5.99 1.49 -2.30
H23 -3.68 0.48 -1.38
H24 -4.75 1.39 -0.32
C16 -0.66 -0.99 -6.37
N7 -1.09 0.23 -5.63
C17 -2.49 0.62 -5.97
C18 -0.76 0.24 -4.16
C19 -1.30 -0.83 -3.24
C20 -2.33 -1.69 -3.60
C21 -2.78 -2.68 -2.73
C22 -2.20 -2.81 -1.49
C23 -1.19 -1.93 -1.12
C24 -0.71 -0.92 -1.96
H25 -0.99 -0.92 -7.40
H26 -1.08 -1.88 -5.91
H27 0.42 -1.07 -6.35
H28 -0.51 0.99 -5.99
H29 -3.16 -0.23 -5.90
H30 -2.52 0.99 -7.00
H31 -2.83 1.41 -5.31
H32 -1.06 1.21 -3.79
H33 0.33 0.18 -4.10
H34 -2.80 -1.62 -4.57
H35 -3.58 -3.35 -3.04
H36 -2.52 -3.58 -0.80
H37 -0.78 -2.07 -0.12
C25 4.48 -5.08 4.43
C26 4.22 -3.84 5.00
C27 3.24 -3.02 4.46
C28 2.52 -3.43 3.34
C29 2.81 -4.66 2.76
C30 3.78 -5.48 3.31
As1 1.10 -2.30 2.59
C31 0.23 -1.68 4.22
C32 0.64 -0.65 5.05
C33 -0.10 -0.36 6.19
C34 -1.23 -1.09 6.50
C35 -1.65 -2.12 5.66
C36 -0.92 -2.42 4.51
C37 -1.23 -3.50 3.56
C38 -2.32 -4.36 3.64
C39 -2.48 -5.36 2.69
C40 -1.56 -5.51 1.66
C41 -0.48 -4.65 1.57
C42 -0.31 -3.64 2.51
H38 5.23 -5.73 4.87
H39 4.77 -3.52 5.88
H40 3.03 -2.07 4.93
H41 2.25 -5.00 1.89
H42 3.98 -6.45 2.86
H43 1.53 -0.08 4.83
H44 0.23 0.44 6.86
H45 -1.79 -0.87 7.40
H46 -2.52 -2.70 5.92
H47 -3.03 -4.27 4.45
H48 -3.33 -6.03 2.77
H49 -1.69 -6.31 0.94
H50 0.23 -4.78 0.76
C43 5.29 1.37 -2.90
C44 4.13 0.56 -2.32
As2 2.34 1.40 -2.48
C45 2.36 1.64 -4.47
C46 1.35 2.64 -5.02
C47 2.74 3.26 -1.95
C48 1.53 4.18 -1.79
H51 6.23 0.88 -2.64
H52 5.32 2.38 -2.50
H53 5.25 1.42 -3.99
H54 4.30 0.39 -1.26
H55 4.06 -0.41 -2.81
H56 2.26 0.65 -4.92
H57 3.37 1.98 -4.71
H58 0.36 2.54 -4.57
H59 1.27 2.54 -6.11
H60 1.68 3.66 -4.83
H61 3.42 3.66 -2.71
H62 3.29 3.21 -1.01
H63 0.96 4.26 -2.72
H64 1.87 5.18 -1.53
H65 0.87 3.83 -1.00

=====

(2)
Computed, not measured: 2 unconnected molecules or ions with the total composition C5H12OSi in a non-equilibrium geometry, with ωB97M-V/def2-TZVPD.

Summary:
- max |F| (eV/Å) = 6.04
- charge = 0
- HOMO level (eV) = -8.918
- ΔE to the lowest compared entry with this formula, charge and spin (kJ/mol) = 407.3
- SMILES = CO[SiH3].C=C=CC
- calculated total energy (eV) = -15301.0824

Cartesian coordinates (Å):
C1 -2.70 -0.61 0.40
C2 -2.22 0.62 0.75
C3 -3.16 -1.16 -0.95
C4 -1.87 1.71 1.29
C5 4.55 -0.59 0.59
O1 3.52 0.35 0.33
Si1 1.97 0.26 0.07
H1 -3.17 -0.99 1.33
H2 -3.83 -0.44 -1.52
H3 -2.32 -1.47 -1.47
H4 -3.82 -2.04 -0.79
H5 -1.00 1.70 1.92
H6 -2.53 2.58 1.42
H7 0.97 1.51 0.74
H8 5.00 -0.38 1.61
H9 5.36 -0.48 -0.10
H10 4.03 -1.57 0.43
H11 1.28 -0.91 0.35
H12 1.85 0.25 -1.37

=====

(3)
Computed, not measured: a single C19H20N4O5S2 molecule in a non-equilibrium geometry, with ωB97M-V/def2-TZVPD.

Summary:
- max |F| (eV/Å) = 1.92
- charge = 0
- HOMO level (eV) = -7.963
- ΔE to the lowest compared entry with this formula, charge and spin (kJ/mol) = 107.9
- SMILES = COc1ccc(CC(=O)Nc2nnc(SCC(=O)NCc3ccco3)s2)cc1OC
- calculated total energy (eV) = -57894.8820

Cartesian coordinates (Å):
C1 -2.30 3.54 -2.57
H1 -2.84 2.61 -2.75
O1 -1.29 3.38 -1.60
C2 -0.30 2.48 -1.85
C3 -0.18 1.71 -2.99
C4 0.83 0.76 -3.11
C5 1.74 0.57 -2.08
C6 1.66 1.39 -0.95
C7 0.66 2.33 -0.82
O2 0.47 3.12 0.27
C8 1.40 3.03 1.33
H2 1.10 3.80 2.04
H3 1.36 2.06 1.82
H4 2.42 3.24 0.99
H5 2.36 1.23 -0.15
C9 2.74 -0.55 -2.13
C10 2.16 -1.83 -2.67
O3 2.67 -2.50 -3.53
N1 0.95 -2.24 -2.14
C11 0.20 -1.60 -1.19
N2 0.64 -1.09 -0.11
N3 -0.26 -0.42 0.59
C12 -1.43 -0.42 0.06
S1 -2.79 0.42 0.73
C13 -1.92 1.34 2.04
H6 -1.31 2.11 1.57
H7 -2.71 1.82 2.62
C14 -1.06 0.47 2.94
O4 -0.01 0.87 3.38
N4 -1.61 -0.72 3.26
H8 -2.45 -1.01 2.77
C15 -0.82 -1.80 3.83
C16 -0.40 -2.75 2.75
C17 0.82 -3.11 2.27
C18 0.57 -4.00 1.20
C19 -0.78 -4.11 1.10
O5 -1.38 -3.35 2.03
H9 -1.42 -4.66 0.43
H10 1.30 -4.49 0.58
H11 1.77 -2.79 2.63
H12 0.06 -1.36 4.29
H13 -1.42 -2.31 4.58
S2 -1.55 -1.32 -1.44
H14 0.51 -3.01 -2.63
H15 3.59 -0.29 -2.77
H16 3.11 -0.74 -1.13
H17 0.89 0.16 -4.00
H18 -0.88 1.82 -3.80
H19 -1.89 3.91 -3.52
H20 -2.98 4.28 -2.16

=====

(4)
Computed, not measured: a molecular structure, C16H15MoN3OS3Te, with ωB97M-V/def2-TZVPD.

Summary:
- max |F| (eV/Å) = 0.91
- charge = +1
- HOMO level (alpha / beta) (eV) = -10.328 / -11.020
- 2S+1 = 4
- ΔE to the lowest compared entry with this formula, charge and spin (kJ/mol) = 51.1
- expectation value of S² = 3.7955
- calculated total energy (eV) = -65000.5746

Cartesian coordinates (Å):
Mo1 -0.78 -1.40 -1.36
O1 -1.86 0.22 -0.90
N1 -3.22 0.23 -1.01
C1 -3.84 1.26 -0.39
C2 -5.20 1.34 -0.43
C3 -5.90 0.35 -1.12
C4 -5.24 -0.68 -1.74
C5 -3.84 -0.75 -1.68
S1 -2.90 -2.00 -2.43
H1 -3.19 1.96 0.11
H2 -5.69 2.16 0.07
H3 -6.99 0.39 -1.16
H4 -5.76 -1.46 -2.27
N2 2.19 -0.85 -0.09
C6 1.34 -0.37 -1.03
S2 1.16 -1.29 -2.56
N3 1.18 0.99 -1.06
C7 2.05 2.02 -0.57
C8 3.40 1.81 -0.33
C9 4.19 2.89 0.07
C10 3.65 4.15 0.22
C11 2.30 4.35 -0.01
C12 1.50 3.29 -0.40
H5 2.25 -1.85 -0.02
H6 2.25 -0.35 0.79
H7 0.46 1.31 -1.67
H8 3.85 0.84 -0.47
H9 5.25 2.72 0.24
H10 4.28 4.98 0.53
H11 1.86 5.33 0.10
H12 0.43 3.43 -0.58
Te1 -1.13 -3.58 0.00
C13 0.39 -3.60 1.43
C14 1.04 -4.70 1.91
C15 1.91 -4.40 3.01
C16 1.90 -3.09 3.34
S3 0.83 -2.21 2.33
H13 0.90 -5.70 1.49
H14 2.52 -5.15 3.53
H15 2.45 -2.58 4.12

=====

(5)
Computed, not measured: a molecular structure, C3H5NO2, with ωB97M-V/def2-TZVPD.

Summary:
- max |F| (eV/Å) = 0.67
- charge = 0
- HOMO level (eV) = -8.998
- ΔE to the lowest compared entry with this formula, charge and spin (kJ/mol) = 509.7
- calculated total energy (eV) = -8772.4122

Cartesian coordinates (Å):
N1 -0.21 0.47 -1.18
C1 0.03 1.30 -0.15
O1 0.29 0.78 1.04
C2 0.28 -0.66 0.89
C3 -0.40 -0.91 -0.47
O2 -1.69 -0.77 -0.48
H1 0.91 1.18 -1.09
H2 -0.26 2.35 -0.14
H3 -0.34 -1.05 1.70
H4 1.31 -1.03 0.97
H5 0.09 -1.70 -1.07

=====

(6)
Computed, not measured: a molecular structure, C21H25N3Pt in a non-equilibrium geometry, with ωB97M-V/def2-TZVPD.

Summary:
- max |F| (eV/Å) = 2.14
- charge = +2
- HOMO level (alpha / beta) (eV) = -14.805 / -15.488
- 2S+1 = 5
- expectation value of S² = 6.0238
- calculated total energy (eV) = -29881.9331

Cartesian coordinates (Å):
Pt1 -0.17 0.19 1.07
C1 1.52 -2.13 3.40
C2 0.78 -0.84 3.25
C3 -0.64 -0.84 3.25
C4 -1.36 0.37 3.20
C5 -0.66 1.59 3.17
C6 0.74 1.60 3.21
C7 1.44 0.40 3.24
H1 0.96 -2.82 4.02
H2 2.50 -1.97 3.84
H3 1.67 -2.63 2.44
H4 -1.17 -1.77 3.39
H5 -2.43 0.35 3.31
H6 -1.21 2.52 3.23
H7 1.27 2.54 3.31
H8 2.52 0.42 3.37
C8 3.67 -0.20 -1.21
C9 3.47 0.63 -2.31
C10 2.32 1.40 -2.37
C11 1.39 1.34 -1.33
N1 1.62 0.55 -0.27
C12 2.71 -0.21 -0.22
C13 0.12 2.09 -1.34
C14 -0.28 2.91 -2.39
C15 -1.52 3.53 -2.33
C16 -2.35 3.30 -1.24
C17 -1.88 2.47 -0.24
N2 -0.68 1.91 -0.28
H9 4.55 -0.82 -1.13
H10 4.20 0.67 -3.11
H11 2.14 2.03 -3.23
H12 2.81 -0.85 0.65
H13 0.35 3.06 -3.25
H14 -1.84 4.18 -3.13
H15 -3.33 3.74 -1.17
H16 -2.49 2.23 0.62
C18 -1.92 -3.20 -0.52
C19 -1.33 -1.95 -1.23
C20 -0.19 -2.38 -2.20
C21 -2.43 -1.22 -2.05
N3 -0.83 -1.11 -0.29
H17 -2.32 -3.88 -1.26
H18 -2.72 -2.89 0.15
H19 -1.15 -3.70 0.05
H20 -0.59 -3.08 -2.93
H21 0.61 -2.86 -1.66
H22 0.19 -1.51 -2.73
H23 -2.85 -1.92 -2.77
H24 -2.01 -0.37 -2.58
H25 -3.23 -0.88 -1.39

=====

(7)
Computed, not measured: a molecular structure, C43H62BrClCrGeNO9Si in a non-equilibrium geometry, with ωB97M-V/def2-TZVPD.

Summary:
- max |F| (eV/Å) = 1.56
- charge = 0
- HOMO level (alpha / beta) (eV) = -8.398 / -8.398
- 2S+1 = 4
- expectation value of S² = 3.8025
- calculated total energy (eV) = -240902.8738

Cartesian coordinates (Å):
Cr1 -1.15 0.79 0.10
C1 -6.03 2.68 -2.53
C2 -4.91 3.41 -3.21
C3 -4.82 3.49 -4.58
C4 -3.76 4.14 -5.18
Cl1 -3.66 4.22 -6.91
C5 -2.76 4.71 -4.42
C6 -2.84 4.65 -3.03
C7 -3.91 4.01 -2.42
O1 -4.13 3.96 -1.07
C8 -3.09 4.20 -0.17
C9 -2.18 2.97 -0.08
O2 -1.72 2.40 -1.09
O3 -1.95 2.46 1.04
H1 -6.66 2.19 -3.25
H2 -6.63 3.38 -1.94
H3 -5.62 1.94 -1.84
H4 -5.59 3.05 -5.20
H5 -1.93 5.21 -4.89
H6 -2.05 5.08 -2.45
H7 -3.56 4.33 0.81
H8 -2.52 5.10 -0.41
N1 -7.60 -2.78 0.42
C10 -6.62 -2.18 0.33
C11 -5.42 -1.45 0.22
C12 -4.67 -1.49 -0.96
C13 -3.48 -0.80 -1.04
C14 -2.98 -0.07 0.04
C15 -3.76 -0.03 1.19
C16 -4.96 -0.69 1.30
H9 -5.03 -2.07 -1.80
H10 -2.93 -0.83 -1.97
H11 -3.42 0.55 2.04
H12 -5.55 -0.65 2.20
C17 6.93 4.03 -0.20
C18 5.48 3.78 0.17
C19 4.57 3.80 -1.06
C20 3.09 3.74 -0.69
Ge1 2.64 2.02 0.28
C21 2.96 0.38 -0.81
C22 4.33 -0.24 -0.49
C23 4.61 -1.48 -1.34
C24 5.03 -1.13 -2.76
H13 7.57 4.00 0.68
H14 7.05 5.00 -0.67
H15 7.29 3.27 -0.90
H16 5.14 4.55 0.87
H17 5.39 2.81 0.67
H18 4.83 2.96 -1.71
H19 4.75 4.72 -1.62
H20 2.48 3.78 -1.60
H21 2.82 4.58 -0.06
H22 3.27 1.91 1.68
H23 2.92 0.67 -1.86
H24 2.17 -0.35 -0.62
H25 4.35 -0.51 0.57
H26 5.12 0.50 -0.66
H27 3.73 -2.11 -1.36
H28 5.42 -2.05 -0.87
H29 4.26 -0.57 -3.28
H30 5.24 -2.03 -3.34
H31 5.94 -0.52 -2.75
C25 1.73 -3.20 3.85
C26 1.85 -2.51 2.48
C27 2.99 -3.12 1.68
C28 2.07 -1.01 2.68
O4 0.62 -2.74 1.82
Si1 -0.07 -2.37 0.40
O5 -0.38 -0.80 0.24
O6 -1.51 -3.11 0.43
C29 -1.91 -4.34 1.03
C30 -3.23 -4.75 0.35
C31 -0.85 -5.42 0.82
C32 -2.14 -4.10 2.52
O7 0.90 -2.84 -0.83
C33 0.64 -2.89 -2.24
C34 0.80 -1.50 -2.85
C35 1.65 -3.85 -2.85
C36 -0.78 -3.39 -2.50
H32 2.64 -3.05 4.42
H33 1.57 -4.27 3.71
H34 0.89 -2.79 4.41
H35 3.94 -2.95 2.17
H36 3.00 -2.69 0.69
H37 2.83 -4.19 1.58
H38 3.08 -0.83 3.06
H39 1.36 -0.62 3.40
H40 1.94 -0.49 1.74
H41 -3.07 -4.93 -0.71
H42 -3.96 -3.96 0.47
H43 -3.62 -5.66 0.81
H44 -0.69 -5.59 -0.24
H45 -1.15 -6.34 1.30
H46 0.09 -5.08 1.25
H47 -2.88 -3.31 2.64
H48 -1.20 -3.77 2.97
H49 -2.49 -5.00 3.01
H50 1.85 -1.20 -2.86
H51 0.23 -0.77 -2.27
H52 0.44 -1.49 -3.87
H53 2.67 -3.49 -2.74
H54 1.44 -3.97 -3.91
H55 1.58 -4.83 -2.37
H56 -1.49 -2.75 -1.98
H57 -0.89 -4.40 -2.11
H58 -1.00 -3.40 -3.56
Br1 -1.06 1.56 7.55
C37 -0.61 1.95 5.75
C38 -0.83 1.00 4.76
C39 -0.46 1.27 3.46
C40 0.12 2.50 3.15
C41 0.31 3.45 4.15
C42 -0.04 3.18 5.45
C43 0.68 2.83 1.82
O8 1.14 3.93 1.59
O9 0.82 1.85 0.94
H59 -1.29 0.05 5.03
H60 -0.62 0.53 2.69
H61 0.76 4.40 3.88
H62 0.13 3.90 6.24

=====

(8)
Computed, not measured: a molecular structure, C7H11BaO6 in a non-equilibrium geometry, with ωB97M-V/def2-TZVPD.

Summary:
- max |F| (eV/Å) = 3.97
- charge = +1
- HOMO level (eV) = -12.245
- calculated total energy (eV) = -20406.6319

Cartesian coordinates (Å):
O1 -0.94 0.96 -0.47
O2 -2.53 -0.01 0.73
O3 -2.80 0.39 -1.48
C1 -2.08 0.41 -0.44
C2 -3.86 -0.53 0.79
H1 -4.01 -0.82 1.84
H2 -3.96 -1.40 0.13
H3 -4.58 0.25 0.52
Ba1 -0.84 1.54 -3.01
C3 -0.24 -1.58 -5.02
H4 -0.03 -2.21 -4.15
C4 -0.70 -0.25 -5.35
H5 -1.74 -0.10 -5.68
O4 -0.55 -2.43 -6.12
C5 -0.70 -1.73 -7.22
O5 -0.53 -0.49 -7.14
O6 -1.42 -2.31 -8.11
C6 -2.05 -1.47 -9.13
C7 -2.86 -2.37 -10.03
H6 -1.26 -0.94 -9.67
H7 -2.67 -0.73 -8.61
H8 -2.22 -3.12 -10.51
H9 -3.31 -1.75 -10.82
H10 -3.66 -2.87 -9.47
H11 0.78 -0.77 -5.02

=====

(9)
Computed, not measured: a molecular structure, C10H7MnN2O5 in a non-equilibrium geometry, with ωB97M-V/def2-TZVPD.

Summary:
- max |F| (eV/Å) = 9.45
- charge = +1
- HOMO level (alpha / beta) (eV) = -8.230 / -12.109
- 2S+1 = 6
- ΔE to the lowest compared entry with this formula, charge and spin (kJ/mol) = 129.0
- expectation value of S² = 8.8473
- calculated total energy (eV) = -55007.3128

Cartesian coordinates (Å):
O1 4.00 -2.88 -5.43
C1 2.86 -2.83 -5.35
Mn1 0.72 -0.72 -1.35
O2 1.32 -3.54 -0.81
C2 1.08 -2.40 -0.98
C3 0.84 3.64 -0.47
O3 1.53 4.44 -0.92
C4 -0.62 -0.85 -2.55
O4 -1.62 -0.97 -3.17
C5 2.31 0.05 -1.00
O5 3.31 0.52 -0.62
H1 1.44 -0.97 -2.61
N1 -2.28 1.05 3.69
C6 -1.65 0.70 2.53
C7 -2.17 1.06 1.27
C8 -1.49 0.66 0.12
N2 -0.36 -0.09 0.20
C9 0.16 -0.42 1.40
C10 -0.46 -0.05 2.58
H2 -3.13 1.59 3.69
H3 -1.90 0.79 4.58
H4 -3.09 1.64 1.19
H5 -1.87 0.94 -0.87
H6 1.09 -1.00 1.38
H7 -0.02 -0.36 3.52

=====

(10)
Computed, not measured: a single C2H4N4S2 molecule in a non-equilibrium geometry, with ωB97M-V/def2-TZVPD.

Summary:
- max |F| (eV/Å) = 1.05
- charge = 0
- HOMO level (eV) = -8.242
- ΔE to the lowest compared entry with this formula, charge and spin (kJ/mol) = 118.9
- SMILES = Nn1ncn(S)c1=S
- calculated total energy (eV) = -29768.0971

Cartesian coordinates (Å):
C1 -0.61 -1.46 -0.01
C2 -0.22 0.74 0.00
H1 2.68 0.14 -0.82
H2 2.69 0.16 0.83
H3 -1.16 -2.39 0.01
H4 -2.61 1.41 0.00
N1 2.18 0.50 0.00
N2 0.91 -0.02 -0.01
N3 0.68 -1.35 0.00
N4 -1.21 -0.22 0.00
S1 -2.90 0.10 0.00
S2 -0.43 2.39 0.00

=====

(11)
Computed, not measured: 3 unconnected molecules or ions with the total composition C3H10NO4 in a non-equilibrium geometry, with ωB97M-V/def2-TZVPD.

Summary:
- max |F| (eV/Å) = 7.40
- charge = -1
- HOMO level (eV) = -4.063
- ΔE to the lowest compared entry with this formula, charge and spin (kJ/mol) = 330.9
- calculated total energy (eV) = -12952.8831

Cartesian coordinates (Å):
O1 1.53 1.18 -2.05
C1 0.52 0.74 -1.42
N1 0.56 -0.23 -0.46
C2 1.88 -0.09 0.31
O2 1.87 -1.14 1.07
C3 -0.86 1.24 -1.73
H1 -0.10 -0.92 -0.16
H2 1.84 0.99 0.89
H3 2.82 -0.03 -0.28
H4 -1.26 0.67 -2.56
H5 -1.53 0.93 -0.90
H6 -0.94 2.31 -1.86
H7 -2.30 -1.32 1.16
H8 -1.45 -0.22 1.00
O3 -2.41 -0.30 1.09
H9 0.65 -1.53 1.45
H10 -0.41 -0.86 2.56
O4 -0.39 -1.42 1.89